ORCA calculation (ωB97M-V/def2-TZVPD) on a gas-phase ion, C4H7N2O (charge +1).

## Properties
Energy above the lowest of the compared OMol25 structures with the same formula, charge and spin ... 378.5 kJ/mol
Total charge ... +1
SMILES string ... CC(=O)[C@H](C)[N+]#N
Total energy ... -9278.867 eV

Structure (XYZ):
```
14
Properties=species:S:1:pos:R:3:forces:R:3:mulliken_charge:R:1
H 0.2903 -0.4253 1.3914 1.62 0.69 -0.41 0.305
N 2.1671 0.6505 -1.2143 3.92 2.59 -2.01 0.706
H -2.1998 0.6091 -1.4320 -1.27 0.92 0.41 0.346
C 1.1428 0.0472 -0.7324 -3.46 -1.64 5.08 -0.117
H 2.1566 -0.4447 1.4426 -0.89 0.35 -0.64 0.357
C 1.2542 0.1166 1.0887 -0.90 -6.14 -3.05 -0.958
H 1.1395 -0.9942 -1.1378 -0.49 0.78 0.60 0.392
O -0.0719 2.1301 -1.3673 0.37 0.59 0.38 -0.379
H -1.3017 -0.7831 -1.5565 0.51 0.72 1.08 0.353
H -1.5330 -0.1283 0.1243 -0.88 -0.38 0.85 0.354
N 2.9365 1.2711 -1.6901 0.18 0.13 0.04 -0.347
C -0.1920 1.0324 -0.9819 -0.37 -2.78 -1.46 0.657
H 1.2550 1.0334 1.4619 -0.01 4.39 0.92 0.431
C -1.4241 0.1293 -0.8966 1.68 -0.25 -1.79 -1.099
```
Positions in Å, forces in eV/Å.